{"formula": "C11H17AlCl2NO2PS", "method": "ωB97M-V/def2-TZVPD", "symbols": ["C", "C", "H", "H", "H", "O", "Cl", "Al", "P", "C", "C", "H", "H", "H", "C", "H", "H", "H", "H", "H", "H", "C", "O", "Cl", "S", "C", "N", "C", "C", "C", "C", "H", "H", "H", "H", "H"], "xyz": [[-1.522, 4.339, -1.071], [-1.203, 3.055, -1.563], [-1.804, 5.067, -1.850], [-0.652, 4.693, -0.501], [-2.393, 4.185, -0.398], [-0.908, 2.121, -2.195], [-1.065, 1.861, 0.711], [-0.157, -0.314, 0.810], [-2.320, -0.924, -0.242], [-2.587, -1.949, -1.711], [-3.161, -1.795, 1.109], [-3.429, 1.191, 0.186], [-4.524, 0.002, -0.595], [-3.297, 0.894, -1.555], [-3.509, 0.422, -0.590], [-3.082, -1.194, 2.025], [-4.221, -1.917, 0.843], [-3.657, -2.199, -1.804], [-2.001, -2.876, -1.651], [-2.700, -2.770, 1.292], [-2.273, -1.399, -2.613], [0.303, -0.995, -1.217], [0.575, -1.130, -2.335], [0.292, -1.821, 2.246], [1.675, 0.963, 0.042], [3.046, 0.158, 0.669], [3.940, -0.354, -0.233], [5.033, -1.074, 0.142], [5.258, -1.330, 1.473], [4.368, -0.812, 2.432], [3.310, 0.002, 2.036], [3.732, -0.183, -1.219], [5.659, -1.432, -0.676], [6.110, -1.934, 1.772], [4.516, -1.040, 3.485], [2.647, 0.491, 2.747]], "atomic_forces_ev_per_a": [[-0.831, 0.659, 0.808], [1.809, -4.718, -3.355], [0.237, -0.493, -0.128], [-0.161, -0.035, 0.066], [0.483, 0.237, -0.109], [-1.452, 4.402, 2.416], [-0.095, 0.013, 0.894], [-0.054, 0.722, -0.753], [-1.726, 0.005, 0.665], [0.472, -0.385, -0.367], [-0.250, -0.079, 0.112], [-0.250, -0.306, -0.167], [0.305, 0.099, -0.119], [-0.088, -0.189, 0.061], [0.037, 0.336, 0.254], [-0.076, -0.181, -0.195], [0.268, -0.085, 0.181], [0.405, 0.121, 0.134], [-0.218, 0.162, -0.082], [-0.081, 0.129, -0.009], [-0.128, -0.208, 0.263], [1.874, -1.204, -4.317], [-1.133, 0.483, 3.751], [-0.230, 0.731, -0.580], [-0.142, 0.515, 0.392], [1.250, -0.545, -0.003], [-0.114, -0.137, 0.827], [-0.217, 0.185, -0.316], [-0.181, -0.048, 0.071], [0.040, 0.265, -0.351], [0.097, -0.402, -0.302], [0.240, -0.165, 0.340], [-0.094, 0.109, 0.337], [-0.192, 0.132, -0.108], [0.039, 0.154, -0.174], [0.157, -0.279, -0.138]], "lowdin_charge": [0.0236, -0.1538, 0.1521, 0.1441, 0.1377, 0.2486, 0.3194, -0.6307, 0.7524, -0.2295, -0.2463, 0.0053, 0.0714, 0.0429, -0.2669, 0.0623, 0.0678, 0.0797, 0.0689, 0.0588, 0.0608, -0.1300, 0.1605, 0.3642, 0.7387, -0.6350, 0.0822, -0.0098, -0.0043, 0.0189, -0.0649, 0.1649, 0.1511, 0.1330, 0.1373, 0.1246], "lumo_energy_ev": -7.2993, "total_charge": 2, "gap_ev": 7.6797, "relative_energy_kcal_mol": 0.0, "homo_ev": -14.98, "e_tot_ha": -2536.5111}

***

{"formula": "C2H3FNP", "method": "ωB97M-V/def2-TZVPD", "symbols": ["C", "C", "N", "F", "P", "H", "H", "H"], "xyz": [[0.912, 0.301, -0.629], [-0.118, 0.632, -1.361], [2.013, 0.077, -0.136], [-2.000, -0.210, 1.857], [-1.605, -1.632, 2.557], [-0.891, 1.407, -1.280], [-0.517, -0.225, -1.753], [2.206, -0.350, 0.745]], "atomic_forces_ev_per_a": [[1.545, 0.821, 1.160], [-0.480, 0.933, 1.040], [-0.771, 0.486, -1.494], [0.260, -0.963, 0.483], [-0.253, 0.975, -0.496], [1.119, 0.118, 0.335], [-0.982, -2.119, -1.612], [-0.439, -0.252, 0.584]], "lowdin_charge": [-0.2721, -0.0152, 0.1438, -0.6012, 0.6072, 0.0685, 0.0149, 0.0541], "lumo_energy_ev": [-1.3788, -1.3834], "gap_ev": [7.3698, 7.3700], "relative_energy_kcal_mol": 53.6, "homo_ev": [-8.75, -8.75], "e_tot_ha": -573.8476}